<w>
This record from the Open Molecules 2025 dataset describes a cluster of 3 separate species, C6H19NO3 in total. The level of theory is wB97M-V/def2-TZVPD.

Last column: Löwdin charge in e.
Geometry (Å):
C: -0.342 -0.703 -1.954  -0.260
N: 0.059 -1.809 -1.079  -0.066
C: 0.465 -1.576 0.319  -0.246
C: -0.556 -1.369 1.409  -0.185
C: 0.118 -1.193 2.771  -0.247
O: -0.837 -0.720 3.739  -0.074
C: -1.274 0.346 -1.398  -0.241
C: -1.229 1.619 -2.236  -0.099
H: -0.574 -1.164 -2.918  0.121
H: 0.559 -0.156 -2.171  0.079
H: -0.703 -2.468 -1.012  0.098
H: 1.080 -2.469 0.455  0.117
H: 1.252 -0.821 0.315  0.083
H: -1.325 -2.144 1.430  0.118
H: -1.183 -0.483 1.244  0.104
H: 0.488 -2.176 3.092  0.121
H: 0.879 -0.421 2.640  0.118
H: -0.516 0.130 4.045  0.075
H: -2.242 -0.114 -1.219  0.113
H: -0.756 0.581 -0.474  0.073
H: -2.067 2.308 -2.198  0.069
H: -0.945 1.494 -3.280  0.070
H: -0.412 2.216 -1.820  0.057
H: 2.273 0.850 -1.404  0.041
H: 2.841 0.232 -0.064  0.038
O: 2.528 1.025 -0.495  -0.041
H: 1.215 2.527 0.260  -0.005
H: 0.738 3.634 1.218  0.032
O: 0.462 2.824 0.784  -0.063

## Properties
**M**: 153.22 g mol⁻¹
**SMILES**: CCCNCCCO.O.O
**Multiplicity**: 1
**HOMO level**: -8.72 eV

<x>
This record from the Open Molecules 2025 dataset describes a cluster of 3 separate species, C6H19NO3 in total. The level of theory is wB97M-V/def2-TZVPD.

Last column: Löwdin charge in e.
Geometry (Å):
C: -1.501 -1.443 1.114  -0.178
N: -0.021 -1.476 1.474  -0.041
C: 0.802 -1.962 0.405  -0.276
O: 1.947 -1.100 0.242  -0.111
C: -1.921 -0.023 0.679  -0.173
C: -1.121 0.790 -0.349  -0.439
C: -1.427 0.416 -1.774  -0.082
C: -1.443 2.306 -0.125  -0.070
H: -1.598 -2.231 0.353  0.107
H: -2.002 -1.731 2.027  0.098
H: 0.251 -0.518 1.675  0.097
H: 0.326 -2.087 -0.595  0.125
H: 1.295 -2.919 0.709  0.127
H: 2.676 -1.331 0.817  0.103
H: -2.958 -0.086 0.312  0.116
H: -2.044 0.494 1.662  0.124
H: -0.072 0.718 -0.074  0.070
H: -1.207 -0.656 -1.856  0.072
H: -2.494 0.488 -2.053  0.092
H: -0.853 0.951 -2.541  0.087
H: -2.503 2.566 -0.254  0.082
H: -1.124 2.623 0.861  0.068
H: -0.837 2.814 -0.887  0.080
H: 2.603 -0.403 -1.595  0.029
H: 1.204 -0.040 -1.516  -0.020
O: 1.971 0.154 -2.069  -0.063
H: 2.402 2.452 0.428  0.048
H: 1.758 1.087 0.336  -0.013
O: 1.719 1.914 0.840  -0.057

## Properties
**M**: 153.22 g mol⁻¹
**SMILES**: CC(C)CCNCO.O.O
**Multiplicity**: 1
**HOMO level**: -9.22 eV

It is <w> that is the least stable of them.

<w>
This record from the Open Molecules 2025 dataset describes a cluster of 2 separate species, C7H11N2O2 in total. The level of theory is wB97M-V/def2-TZVPD.

Last column: Mulliken spin population.
Geometry (Å):
C: -3.592 -2.451 -0.649  3.322
C: -1.158 -1.510 -0.857  1.122
C: -2.283 -1.904 -0.178  -2.029
C: -0.765 -1.454 1.274  0.393
N: -0.236 -1.141 0.086  -0.294
N: -1.986 -1.950 1.163  0.149
H: -0.996 -1.357 -1.908  0.047
H: 0.765 -0.990 -0.163  0.077
H: -4.145 -1.822 -1.361  -0.719
H: -4.313 -2.478 0.169  -0.471
H: -0.122 -1.547 2.138  -0.035
H: -3.467 -3.420 -1.150  -0.540
C: 1.628 2.109 0.025  0.079
C: 2.511 3.059 0.863  0.008
C: 2.470 1.041 -0.679  -0.036
O: 3.382 1.457 -1.416  -0.015
O: 2.139 -0.157 -0.469  -0.074
H: 0.909 1.750 0.769  0.026
H: 1.080 2.701 -0.709  0.004
H: 1.928 3.923 1.210  -0.005
H: 3.195 3.544 0.161  -0.008
H: 3.055 2.597 1.683  -0.001

## Properties
**M**: 155.18 g mol⁻¹
**Multiplicity**: 2
**HOMO level (alpha / beta)**: 3.84 / -1.93 eV
**Net charge**: -2

<x>
This record from the Open Molecules 2025 dataset describes a cluster of 2 separate species, C7H11N2O2 in total. The level of theory is wB97M-V/def2-TZVPD.

Last column: Mulliken spin population.
Geometry (Å):
C: -2.631 1.778 0.852  2.499
C: -1.691 0.801 1.428  -1.376
C: -1.294 -0.463 0.937  1.256
C: 0.099 0.148 2.567  0.244
N: -0.755 1.166 2.458  0.259
N: -0.129 -0.810 1.615  -0.182
H: -3.552 1.329 1.186  -0.716
H: -2.508 1.666 -0.193  -0.026
H: -1.816 -1.052 0.200  -0.151
H: 0.903 0.029 3.243  -0.084
H: 0.476 -1.601 1.113  0.016
H: -2.471 2.765 1.187  -0.647
C: 0.938 0.055 -2.618  0.165
C: 1.010 1.382 -1.905  0.049
C: 1.326 -1.191 -1.773  -0.092
O: 2.573 -1.489 -1.539  -0.025
O: 0.437 -1.712 -1.067  -0.141
H: -0.171 -0.267 -2.882  -0.033
H: 1.563 -0.072 -3.516  -0.002
H: -0.006 1.849 -1.790  0.155
H: 1.695 2.120 -2.304  -0.187
H: 1.464 1.294 -0.844  0.019

## Properties
**M**: 155.18 g mol⁻¹
**Multiplicity**: 2
**HOMO level (alpha / beta)**: 3.99 / -1.57 eV
**Net charge**: -2

It is <x> that is the least stable of them.

<w>
This record from the Open Molecules 2025 dataset describes an isolated molecule of C3H3NS2. The level of theory is wB97M-V/def2-TZVPD.

Last column: Löwdin charge in e.
Geometry (Å):
C: 0.768 -1.215 -0.026  -0.149
C: 1.967 -1.294 -0.041  0.077
C: -1.488 -0.530 -0.037  -1.168
N: -0.847 -1.588 -0.117  0.021
S: -0.831 1.123 0.086  0.783
S: -3.229 -0.629 0.067  0.806
H: 0.398 0.940 0.411  -0.178
H: 2.955 -1.110 0.146  0.001
H: -3.293 0.328 -0.743  -0.193

## Properties
**M**: 117.20 g mol⁻¹
**SMILES**: C#CN=C(S)S
**Multiplicity**: 1
**HOMO level**: -9.98 eV

<x>
This record from the Open Molecules 2025 dataset describes an isolated molecule of C3H3NS2. The level of theory is wB97M-V/def2-TZVPD.

Last column: Löwdin charge in e.
Geometry (Å):
C: -0.671 0.375 0.246  -0.243
C: 0.072 0.666 1.348  -0.760
C: 0.707 -0.914 -1.345  -0.635
N: -0.357 -0.364 -0.910  0.000
S: 1.960 -1.602 -1.940  0.867
S: 1.632 0.294 1.836  0.468
H: -1.688 0.736 0.204  0.093
H: -0.474 1.269 2.067  0.036
H: -1.180 -0.461 -1.506  0.176

## Properties
**M**: 117.20 g mol⁻¹
**Multiplicity**: 1
**HOMO level**: -7.13 eV

It is <w> that is the least stable of them.

<w>
This record from the Open Molecules 2025 dataset describes a cluster of 4 separate species, C6H19NO4 in total. The level of theory is wB97M-V/def2-TZVPD.

Last column: Löwdin charge in e.
Geometry (Å):
O: -2.046 -1.710 -0.226  0.047
C: -0.904 -2.016 -0.458  -0.187
C: 0.238 -1.452 0.375  -0.323
C: 0.549 -0.017 -0.068  -0.335
C: -0.410 0.956 0.595  -0.066
C: 0.484 0.121 -1.620  -0.225
C: 1.161 1.406 -2.104  -0.095
N: 1.460 -2.273 0.330  0.049
H: -0.687 -2.638 -1.270  0.117
H: -0.043 -1.426 1.452  0.159
H: 1.605 0.205 0.267  0.146
H: -1.425 0.703 0.402  0.065
H: -0.248 1.958 0.253  0.068
H: -0.307 0.958 1.691  0.073
H: 0.966 -0.741 -2.134  0.117
H: -0.558 0.095 -1.914  0.086
H: 1.115 1.475 -3.181  0.063
H: 2.234 1.374 -1.803  0.086
H: 0.683 2.313 -1.651  0.080
H: 1.945 -2.263 -0.555  0.083
H: 1.272 -3.213 0.557  0.067
H: -2.951 -0.863 -1.597  -0.004
H: -3.093 0.633 -1.493  -0.005
O: -3.063 -0.057 -2.104  -0.033
H: -2.383 2.566 2.885  0.025
H: -1.113 3.065 3.517  0.051
O: -1.479 2.731 2.688  -0.038
H: 1.953 -0.027 2.569  -0.053
H: 2.424 -1.257 1.978  -0.026
O: 2.622 -0.606 2.619  0.008

## Properties
**M**: 169.22 g mol⁻¹
**SMILES**: CC[C@@H](C)[C@H](N)C=O.O.O.O
**Multiplicity**: 1
**HOMO level**: -9.85 eV

<x>
This record from the Open Molecules 2025 dataset describes a cluster of 5 separate species, C6H19NO4 in total. The level of theory is wB97M-V/def2-TZVPD.

Last column: Löwdin charge in e.
Geometry (Å):
C: -2.266 2.276 -0.237  -0.082
N: -1.024 1.457 -0.075  -0.013
C: -0.990 0.167 0.371  -0.381
C: 0.201 -0.445 0.468  -0.158
C: 0.424 -1.786 0.863  -0.247
C: 0.489 -2.796 0.081  -0.029
C: -2.325 -0.530 0.591  -0.018
H: -3.085 2.314 0.420  0.059
H: -2.814 2.034 -1.116  0.062
H: -1.959 3.277 -0.374  0.064
H: -0.284 2.018 -0.494  0.130
H: 1.026 0.322 0.284  0.097
H: 0.964 -1.861 1.939  0.152
H: 0.489 -3.847 0.394  0.065
H: 0.144 -2.804 -0.952  0.056
H: -2.099 -1.645 0.795  0.101
H: -3.187 -0.206 1.249  0.097
H: -2.551 -0.487 -0.500  0.078
H: 2.573 1.215 -0.116  -0.016
H: 3.194 2.347 0.557  0.028
O: 2.436 1.825 0.563  -0.006
H: 2.461 1.250 2.506  -0.056
H: 1.037 0.729 3.055  -0.060
O: 1.801 1.123 3.074  0.057
H: -1.223 -1.032 -3.551  0.023
H: -0.684 -1.178 -2.075  0.058
O: -1.466 -1.402 -2.703  -0.090
H: 2.575 -1.432 -1.289  0.037
H: 3.442 -0.336 -2.074  -0.028
O: 2.700 -0.566 -1.655  0.019

## Properties
**M**: 169.22 g mol⁻¹
**SMILES**: C=C/C=C(\C)NC.O.O.O.O
**Multiplicity**: 1
**HOMO level**: -7.34 eV

It is <x> that is the least stable of them.

<w>
This record from the Open Molecules 2025 dataset describes a cluster of 2 separate species, CHF3O in total. The level of theory is wB97M-V/def2-TZVPD.

Last column: Löwdin charge in e.
Geometry (Å):
C: 1.456 -0.075 -0.010  -0.030
O: -1.512 0.712 0.293  0.008
F: 1.940 -0.994 0.813  0.042
F: 2.182 -0.150 -1.135  0.018
F: -2.258 -0.435 0.606  -0.109
H: -1.807 0.942 -0.567  0.071

## Properties
**M**: 86.01 g mol⁻¹
**Multiplicity**: 1
**HOMO level**: -11.13 eV

<x>
This record from the Open Molecules 2025 dataset describes an isolated molecule of CHF3O. The level of theory is wB97M-V/def2-TZVPD.

Last column: Löwdin charge in e.
Geometry (Å):
C: -0.276 0.057 -0.049  -0.802
O: 0.949 -0.248 -0.568  0.123
F: -0.783 1.208 -0.534  0.143
F: -0.363 0.239 1.222  0.192
F: -1.134 -0.930 -0.300  0.156
H: 1.608 -0.327 0.228  0.188

## Properties
**M**: 86.01 g mol⁻¹
**SMILES**: OC(F)(F)F
**Multiplicity**: 1
**HOMO level**: -13.06 eV

It is <w> that is the least stable of them.

<w>
This record from the Open Molecules 2025 dataset describes an isolated molecule of CH6N4OS. The level of theory is wB97M-V/def2-TZVPD.

Last column: Löwdin charge in e.
Geometry (Å):
C: -0.031 -0.282 0.530  -0.549
H: -2.142 1.537 1.776  0.072
H: -0.974 1.957 0.679  0.077
H: 1.546 0.301 -0.594  0.065
H: -0.638 1.861 -1.928  -0.162
H: 0.059 -2.057 1.457  0.127
H: 2.002 -0.971 1.781  0.090
N: -1.647 1.221 0.955  -0.016
N: -1.035 0.032 1.265  0.003
N: 0.567 0.537 -0.434  -0.358
N: 0.540 -1.568 0.694  -0.034
O: 1.927 -1.471 0.963  -0.061
S: -0.254 0.579 -1.963  0.748

## Properties
**M**: 122.15 g mol⁻¹
**SMILES**: N/N=C(/NO)NS
**Multiplicity**: 1
**HOMO level**: -8.55 eV

<x>
This record from the Open Molecules 2025 dataset describes an isolated molecule of CH6N4OS. The level of theory is wB97M-V/def2-TZVPD.

Last column: Löwdin charge in e.
Geometry (Å):
C: -0.093 0.017 0.361  -0.564
H: -2.162 -0.366 -1.095  0.069
H: -1.058 0.251 -2.146  0.092
H: -1.474 1.420 0.432  0.122
H: 1.585 -1.131 0.053  0.086
H: 1.671 0.659 -1.420  0.091
H: 1.259 -0.393 3.453  -0.172
N: -1.701 0.500 -1.342  0.003
N: -0.895 0.968 -0.268  -0.052
N: 0.781 -0.691 -0.433  -0.043
N: -0.065 -0.010 1.647  -0.334
O: 1.166 -0.109 -1.641  -0.028
S: 0.987 -1.115 2.399  0.730

## Properties
**M**: 122.15 g mol⁻¹
**SMILES**: NN/C(=N/S)NO
**Multiplicity**: 1
**HOMO level**: -8.36 eV

<y>
This record from the Open Molecules 2025 dataset describes a cluster of 2 separate species, CH6N4OS in total. The level of theory is wB97M-V/def2-TZVPD.

Last column: Löwdin charge in e.
Geometry (Å):
C: -0.460 0.571 1.182  -0.668
N: 2.284 -1.716 -3.169  -0.374
N: 0.377 -0.241 -2.700  -0.350
N: -1.243 0.628 2.293  0.113
N: 0.558 1.208 0.937  0.124
O: -0.975 -0.385 0.302  -0.024
S: 1.484 -1.102 -2.025  0.840
H: 2.649 -2.616 -2.875  -0.030
H: 0.264 -0.033 -3.720  0.037
H: -1.238 1.409 2.983  0.126
H: -1.765 -0.258 2.383  0.110
H: 0.819 1.679 1.792  0.048
H: -0.392 -0.319 -0.555  0.048

## Properties
**M**: 122.15 g mol⁻¹
**Multiplicity**: 1
**HOMO level**: -9.43 eV

It is <x> that is the least stable of them.